# C6H9O2

An isolated ion of composition C6H9O2 and charge +1 (wB97M-V/def2-TZVPD, OMol25).

Computed properties:
- energy above the lowest of the compared OMol25 structures with the same formula, charge and spin (kcal/mol) = 50.87
- HOMO level (Ha) = -0.5397
- gap between HOMO and LUMO (eV) = 9.0
- charge = +1

```
17
Properties=species:S:1:pos:R:3:mulliken_charge:R:1
C -0.597 -0.410 1.794 0.1504
C -0.921 1.078 1.560 0.2824
C -0.398 1.620 0.229 -0.5305
C -0.115 0.548 -0.885 -0.5543
C 0.826 -0.425 -0.584 0.4512
C 0.898 -1.763 -1.242 -1.3627
O -1.488 1.709 2.431 -0.4236
O -0.010 -1.161 1.059 -0.3515
H -1.165 -0.991 2.600 0.3994
H -1.182 2.218 -0.105 0.3966
H 0.524 2.268 0.526 0.3273
H -1.185 0.410 -1.294 0.3011
H 0.265 1.257 -1.667 0.3732
H 1.900 -0.203 -0.234 0.3298
H 1.457 -2.460 -0.682 0.4196
H 1.218 -1.427 -2.193 0.4112
H -0.029 -2.266 -1.313 0.3803
```